No. 1
The following is a DFT calculation (ωB97M-V/def2-TZVPD) of C36H37F3O3P2PtS as an isolated structure at a distorted geometry.

The net charge is 0. For the gap between HOMO and LUMO (spin up / spin down), the calculation gives 5.6602 / 5.8964 eV. The LUMO energy (spin up / spin down) is -0.008 / -0.047 Eh. As for the spin multiplicity: 3. As for the HOMO energy (spin up / spin down): -5.89 / -7.17 eV. The expectation value of S² is 2.02. As for the relative energy (zero: lowest compared OMol25 entry of this formula, charge and spin): 7.151 eV.

Cartesian coordinates (Å):
C  3.214  3.038  -0.741
C  2.591  -2.478  2.462
S  0.525  0.204  4.130
C  -4.635  1.792  -1.305
H  0.494  -2.661  -3.578
O  -0.383  -0.887  3.804
O  1.795  -0.137  4.746
C  2.348  -2.162  -0.940
C  -0.694  1.337  -1.834
C  -4.453  -2.700  -2.228
C  2.414  2.770  1.535
H  1.281  1.803  -2.318
C  2.470  2.320  0.210
H  -1.311  -2.846  -0.221
C  -3.319  -0.881  -1.060
H  3.169  2.813  -1.803
H  -4.694  -3.188  -3.183
H  -1.716  3.568  -0.759
C  -3.477  -1.626  0.132
H  -1.609  -1.570  -2.387
H  5.775  -1.230  2.359
H  -4.303  -3.326  1.104
C  -0.340  1.107  5.497
C  -0.430  -2.759  -0.824
H  -3.294  5.447  -1.156
C  0.320  -1.644  -3.243
P  -2.235  0.598  -1.105
C  4.239  4.274  1.087
H  -0.301  -1.143  -4.007
C  2.002  -3.477  -1.443
C  0.658  1.351  -1.527
H  0.178  -4.596  -1.443
C  3.977  -2.416  2.653
H  4.642  0.455  0.919
H  -5.027  -4.466  -1.032
H  -3.851  -0.863  -3.177
H  -2.957  -1.344  1.043
H  1.646  0.102  -3.518
H  2.939  -0.172  -1.498
C  -4.980  4.158  -1.593
H  4.878  4.405  -0.965
F  -1.617  1.409  5.204
C  -4.181  -2.825  0.150
H  2.014  -3.352  2.808
H  2.736  -4.265  -1.158
C  -2.766  3.377  -1.005
O  0.619  1.170  3.027
C  -1.162  0.313  0.776
H  -1.183  -0.347  1.699
C  -5.474  2.853  -1.581
P  1.808  0.752  -0.136
H  2.995  -2.189  -0.075
H  -2.246  0.804  0.755
C  -0.563  -1.720  -1.953
H  -0.497  1.151  1.069
F  0.273  2.288  5.763
C  0.592  -3.840  -0.812
H  -1.035  1.954  -2.696
C  2.666  -0.337  1.187
H  -6.516  2.610  -1.759
Pt  0.281  -0.968  -0.354
H  -5.661  4.964  -1.796
C  -3.911  -1.407  -2.233
H  3.313  4.000  3.027
C  -3.653  4.423  -1.243
C  2.144  -0.975  -1.646
C  4.152  3.962  -0.279
C  -3.264  2.056  -1.148
H  2.299  -1.518  -3.790
H  4.460  -3.166  3.293
H  1.802  2.273  2.282
C  1.965  -1.329  1.941
H  5.033  4.926  1.471
C  4.055  -0.333  1.382
H  1.835  -3.535  -2.560
C  3.299  3.727  1.972
C  4.699  -1.313  2.161
C  -4.628  -3.428  -1.032
H  0.630  -4.131  0.239
H  -5.000  0.766  -1.280
H  0.873  -1.271  2.005
C  1.644  -0.935  -3.128
F  -0.375  0.439  6.664

***

No. 2
The following is a DFT calculation (ωB97M-V/def2-TZVPD) of C3AgO4 as an isolated structure at a distorted geometry.

The net charge is -1. For the gap between HOMO and LUMO (spin up / spin down), the calculation gives 5.4475 / 5.4480 eV. The LUMO energy (spin up / spin down) is 0.070 / 0.070 Eh. As for the HOMO energy (spin up / spin down): -3.53 / -3.54 eV.

Cartesian coordinates (Å):
O  -2.650  0.132  0.214
C  0.618  -1.022  0.021
O  -0.762  -1.017  0.177
C  1.127  -1.778  -0.951
O  1.668  -0.699  0.800
C  -1.434  0.215  0.023
Ag  1.428  1.546  -0.008
O  -0.753  1.197  -0.339

***

No. 3
The following is a DFT calculation (ωB97M-V/def2-TZVPD) of C11H23BF4NO2P2Pt as an isolated structure at a distorted geometry.

The net charge is +1. For the gap between HOMO and LUMO (spin up / spin down), the calculation gives 8.2926 / 7.5319 eV. The LUMO energy (spin up / spin down) is -0.150 / -0.226 Eh. As for the spin multiplicity: 3. As for the HOMO energy (spin up / spin down): -12.38 / -13.67 eV. The expectation value of S² is 2.03. As for the relative energy (zero: lowest compared OMol25 entry of this formula, charge and spin): 0.000 eV.

Cartesian coordinates (Å):
C  3.623  -0.349  1.934
B  0.000  0.000  4.392
H  2.863  1.936  0.214
H  -3.171  1.724  2.435
H  -3.028  1.083  -1.690
H  -3.999  2.105  0.920
Pt  0.000  0.000  0.982
H  -2.992  -1.886  0.315
H  -2.393  2.769  1.246
C  -0.747  2.066  -2.854
H  -2.719  -2.432  -4.044
C  -0.841  1.347  -1.660
C  2.650  1.088  -0.437
F  0.000  0.000  2.982
C  1.646  2.185  -2.518
H  0.563  -3.485  -0.595
C  -3.029  1.892  1.368
C  0.515  2.492  -3.282
H  3.608  -1.252  2.545
H  -0.277  -1.416  1.449
H  3.481  0.514  2.585
C  2.792  -1.819  -0.489
H  0.617  3.049  -4.203
O  -0.186  -4.104  -0.836
C  1.475  1.461  -1.336
H  -2.268  -1.215  -3.035
F  -0.785  1.124  4.876
H  -0.707  -3.658  -1.613
O  -2.047  -2.162  -3.351
P  -2.256  0.427  0.591
H  4.597  -0.269  1.452
H  3.827  -1.681  -0.800
H  -1.627  2.282  -3.440
P  2.251  -0.417  0.648
N  0.249  1.067  -0.907
H  2.629  2.500  -2.837
F  -0.581  -1.242  4.876
H  -3.625  -1.179  1.798
C  -2.120  0.817  -1.170
H  2.710  -2.777  0.027
H  -4.359  -0.765  0.247
H  3.546  0.891  -1.027
H  2.165  -1.846  -1.381
F  1.366  0.118  4.876
C  -3.415  -0.980  0.747

***

No. 4
The following is a DFT calculation (ωB97M-V/def2-TZVPD) of a 9-piece molecular cluster, C34H71F3N2O8 overall at a distorted geometry.

The net charge is 0. For the gap between HOMO and LUMO, the calculation gives 8.1507 eV. The LUMO energy is 0.005 Eh. As for the HOMO energy: -8.01 eV. Its SMILES is CCOC(=O)C(F)(F)F.CCN(CC)CC.CCN(CC)CC.CC(C)=O.CC(C)=O.CC(C)=O.CC(C)=O.CC(C)=O.CC(C)=O.

Cartesian coordinates (Å):
H  8.941  20.304  7.686
H  9.167  9.439  0.881
C  13.190  11.637  4.123
C  16.519  20.274  1.681
C  7.586  19.630  2.455
H  15.408  9.172  3.734
H  8.504  16.779  2.505
H  10.351  14.459  8.723
O  7.818  18.690  0.289
H  9.444  20.083  -1.733
C  8.966  11.591  2.891
H  13.274  13.579  3.153
H  17.201  20.312  4.385
H  10.337  12.828  9.188
C  7.718  18.483  1.479
H  11.198  16.805  -0.947
O  9.981  19.227  4.779
H  8.757  16.312  -1.060
O  18.175  16.676  1.676
C  13.686  12.576  3.025
C  9.308  20.493  6.679
O  13.117  16.193  3.177
C  10.169  19.487  5.941
H  13.450  9.831  6.203
H  9.893  21.415  6.745
H  6.769  16.950  2.655
H  9.961  11.595  3.341
C  16.310  15.218  1.808
H  15.846  11.787  5.381
H  8.301  19.524  3.272
H  10.363  18.237  -0.604
H  13.810  17.943  -3.694
H  10.179  21.188  -2.892
H  16.339  20.847  0.770
H  13.783  8.498  5.064
C  13.260  9.448  5.187
C  11.764  9.135  5.136
C  10.376  20.334  -2.239
H  15.857  21.249  5.020
C  10.058  13.470  8.353
H  11.741  14.810  5.943
F  11.723  18.924  1.575
N  13.739  10.275  4.085
H  12.267  19.224  5.763
H  16.225  19.263  1.404
H  8.985  13.453  8.180
F  12.734  19.023  3.503
H  10.020  14.552  5.752
C  10.533  17.537  -1.423
H  12.020  14.440  0.873
H  10.945  13.328  1.613
H  11.242  13.424  5.078
H  11.797  20.028  7.285
O  11.119  16.566  2.253
H  15.927  18.003  3.017
H  8.967  8.200  1.981
H  8.953  12.094  1.928
F  13.862  18.536  1.717
H  8.448  20.748  6.053
H  15.715  10.272  6.000
C  10.834  19.226  -3.197
C  17.169  16.372  2.265
H  7.487  16.471  1.039
O  7.429  9.776  3.224
H  12.739  18.219  -5.008
H  10.392  9.177  2.213
H  11.655  19.638  -3.779
C  9.340  9.229  1.941
H  15.385  10.775  3.020
C  10.855  13.115  7.129
N  11.374  18.061  -2.486
H  10.988  9.866  5.357
H  16.702  14.672  0.957
C  16.134  20.511  4.270
H  10.230  14.470  0.480
H  14.772  12.685  3.021
C  10.772  15.208  2.495
H  15.571  19.605  4.507
H  6.594  19.588  2.924
C  15.202  10.224  3.945
C  8.492  10.139  2.792
H  9.995  18.924  -3.837
H  11.590  8.297  5.815
H  12.226  16.229  -2.771
H  11.130  20.597  -1.500
C  12.703  18.390  2.329
H  8.497  17.733  -2.124
H  12.104  11.586  4.041
C  11.553  19.239  6.578
H  17.088  10.556  4.811
H  11.534  18.288  7.115
C  16.597  17.224  3.365
C  10.997  14.357  1.241
H  11.327  14.806  3.338
O  14.893  21.682  2.637
H  9.725  15.078  2.764
H  17.387  17.741  3.911
H  15.287  15.532  1.581
H  8.287  12.078  3.593
H  11.040  16.591  -4.031
C  16.054  10.758  5.075
C  15.797  20.905  2.852
C  10.968  14.037  5.934
H  17.609  20.262  1.770
H  13.454  16.661  -4.843
H  11.583  8.793  4.109
O  11.445  12.062  7.030
H  13.426  12.261  2.011
C  9.184  16.936  -1.842
H  9.258  16.312  -2.738
C  13.006  17.466  -4.258
C  12.345  16.908  2.598
H  7.568  20.611  1.988
C  7.601  17.042  1.955
H  16.166  14.557  2.671
H  13.461  12.061  5.100
C  11.827  17.029  -3.405
H  16.026  16.649  4.098

***

Q: Which DFT total energy values were calculated for the entries above? A: -3119.04396, -562.14170, -1864.43546, -2349.03384, in a.u..